Molecular formula: C8H14
Method: DFT, wB97M-V/def2-TZVPD

Cartesian coordinates (Å):
1 H -0.5697 1.7873 0.1578
2 H -0.7709 -1.3411 -1.9493
3 H 1.4189 2.1677 0.7640
4 H 0.4791 -0.9696 -3.1117
5 H -3.0835 -0.8403 1.3874
6 C 0.8500 0.4126 -0.3137
7 C 1.7289 1.1302 0.6739
8 H -1.1140 0.5948 -1.2054
9 H 3.3726 0.9572 1.8126
10 C 0.3796 -1.4004 -2.1454
11 H 2.7456 -0.5325 1.0147
12 H 2.2685 -0.7818 -1.2483
13 H 0.6754 -2.4111 -1.9741
14 H -2.7566 1.0012 1.9962
15 C -2.6766 0.2070 1.1641
16 C 1.2248 -0.6106 -1.1664
17 C -0.5571 0.8289 -0.2921
18 H -0.6264 -0.1714 1.7298
19 H -3.2325 0.6772 0.4166
20 H -1.3095 -1.0866 0.3639
21 C 2.7817 0.5066 1.1737
22 C -1.2283 -0.1254 0.7517

charge = 0
HOMO-LUMO gap = 9.3 eV
lowest unoccupied orbital energy = 1.04 eV
ΔE to the lowest compared entry with this formula, charge and spin = 61.2 kcal per mole
E_tot = -313.119815 a.u.
SMILES = C=C/C(=C/C)CCC



Molecular formula: C16H32F7N3O14PS2
Method: DFT, wB97M-V/def2-TZVPD

Cartesian coordinates (Å):
1 S -5.7291 -2.2716 -1.9437
2 H -1.1832 2.4044 1.2907
3 H -3.4085 -1.9228 0.3379
4 H 5.1660 -1.6333 -1.4329
5 S 2.2819 3.8732 4.8395
6 C 1.1509 2.5078 -2.6330
7 C -1.3170 2.6215 -2.6874
8 C -0.9526 3.3636 0.8244
9 H -2.9853 1.2650 -2.8089
10 H 4.0650 1.0500 4.4883
11 H 3.6026 -2.3168 -1.1095
12 O -4.5279 -1.2732 -2.3263
13 O -5.2152 -2.4278 -0.4195
14 C -2.1957 5.1998 0.8509
15 H 1.1621 2.9787 -3.6129
16 O -5.5821 -3.5143 -2.6521
17 C -0.0644 -3.9225 -1.2570
18 O 1.6359 2.7616 3.8511
19 H -1.6727 -8.0503 -1.5403
20 F 0.0234 -0.4727 2.2989
21 C -3.7546 -2.5293 -0.4923
22 H -3.4898 -3.5818 -0.4317
23 H 3.7357 -0.9401 -2.2414
24 F -0.1214 -1.1071 -0.8987
25 H 0.0221 4.0561 2.7211
26 O 2.6912 5.0663 4.1631
27 H 3.3587 1.1626 6.0521
28 O -1.3261 3.4536 -3.5810
29 C -2.6388 2.0723 -2.1629
30 H -0.2479 -3.8051 -0.1900
31 C 4.1098 -1.3762 -1.3168
32 H -2.5621 1.6963 -1.1425
33 C -1.2098 -6.0084 -1.9562
34 C 4.2237 0.8062 -0.1737
35 P 0.0410 -0.7334 0.6838
36 H -2.4807 -1.3171 -1.8175
37 C 3.6454 1.5878 0.9729
38 O 4.8912 1.3459 -1.0389
39 C 3.3108 1.6007 5.0517
40 C 1.8915 1.4682 4.3867
41 F 0.8565 4.8804 1.0830
42 N -0.1483 2.1984 -2.1032
43 O 3.5966 2.9850 5.1658
44 O -3.0550 6.0108 0.6826
45 H 0.7918 -5.7740 -1.5026
46 H -0.3125 3.0502 0.0032
47 O -6.9831 -1.5821 -1.9555
48 N -0.1286 -5.3671 -1.5108
49 H 4.4872 2.1886 1.3365
50 O -2.3145 -5.4604 -1.9768
51 H -0.9059 -3.4304 -1.7345
52 H -0.1198 -7.8078 -2.4128
53 H 1.7765 3.1072 -1.9661
54 C -0.2251 4.3499 1.7097
55 H 3.0347 2.3984 0.5682
56 O 1.4199 3.9590 5.9954
57 C -3.3655 -1.9501 -1.8542
58 H 1.7009 1.5765 -2.8147
59 H -3.0714 -2.7761 -2.5074
60 F 0.9834 0.4869 0.2947
61 F 1.3378 -1.7385 0.7481
62 F -1.2710 0.2708 0.5273
63 H 3.1309 1.0216 1.7382
64 H 1.0951 1.2820 5.1104
65 H -0.1314 1.7298 -1.2140
66 O -2.0851 3.9921 0.2791
67 H 1.8803 0.7763 3.5497
68 F -1.0211 -1.8861 1.0381
69 C -1.1638 -7.4928 -2.3181
70 H 0.8662 -3.4487 -1.5456
71 N 3.9662 -0.5189 -0.1560
72 O -1.2519 5.3564 1.8328
73 H -3.3492 2.8912 -2.2252
74 H 3.2559 -0.8308 0.4868
75 H -1.6204 -7.5854 -3.2985

charge = -1
HOMO-LUMO gap = 9.2 eV
lowest unoccupied orbital energy = 2.08 eV
E_tot = -3683.648689 a.u.



Molecular formula: C5H10O
Method: DFT, wB97M-V/def2-TZVPD

Cartesian coordinates (Å):
1 H 0.3678 -2.3781 -0.1163
2 C -0.2297 -1.7433 0.5479
3 H 0.6472 -0.1631 -2.2534
4 H -0.9973 -0.1218 -1.5941
5 H 1.5325 1.0918 -0.3318
6 H -0.2206 1.3706 -2.1256
7 H -1.3798 1.6072 0.4142
8 C -0.3483 1.4376 0.7549
9 H 1.4733 -0.6600 1.2950
10 H -1.1987 -1.5523 0.0767
11 O -0.2775 0.3934 1.7321
12 C 0.5309 0.6601 -0.2367
13 H -0.4118 -2.2890 1.4795
14 C -0.0414 0.4120 -1.6246
15 C 0.4907 -0.4474 0.8501
16 H 0.0625 2.3823 1.1320

charge = 0
HOMO-LUMO gap = 10.6 eV
lowest unoccupied orbital energy = 1.11 eV
ΔE to the lowest compared entry with this formula, charge and spin = 25.1 kcal per mole
E_tot = -271.712568 a.u.
SMILES = C[C@@H]1OC[C@@H]1C



Molecular formula: C5H7N
Method: DFT, wB97M-V/def2-TZVPD

Cartesian coordinates (Å):
1 H -1.7667 -1.4539 -0.7959
2 C -0.1443 -0.1519 -0.0196
3 C -1.6232 -0.5865 -0.0624
4 H 1.0647 1.5001 0.7563
5 C 0.1748 1.3516 0.0124
6 C 0.8521 -1.0776 0.0820
7 H -2.2902 0.2790 -0.4153
8 H 0.5975 -2.1476 0.0739
9 C 2.1529 -0.5870 -0.0223
10 N 3.2056 -0.0440 -0.0721
11 H 0.4464 1.9064 -0.9779
12 H -0.7440 2.0079 0.4776
13 H -1.9255 -0.9965 0.9631

charge = 0
HOMO-LUMO gap = 10.1 eV
lowest unoccupied orbital energy = 0.50 eV
ΔE to the lowest compared entry with this formula, charge and spin = 35.1 kcal per mole
E_tot = -249.417227 a.u.
SMILES = CC(C)=CC#N



Molecular formula: C4H10N2P2
Method: DFT, wB97M-V/def2-TZVPD

Cartesian coordinates (Å):
1 H 0.9464 0.0308 2.5816
2 H -1.4349 -2.2978 1.5113
3 H 0.6202 2.3423 0.3698
4 C 0.8934 1.6909 1.2325
5 C 0.3614 0.5376 1.6723
6 H 1.6378 2.2216 1.7894
7 H 0.3593 -1.9366 1.2010
8 C -0.8088 -0.1148 1.0214
9 C -0.7061 -1.6727 0.9533
10 H -0.3699 -2.4152 -1.2328
11 H -0.3846 -0.7103 -2.4743
12 H -1.6506 0.1023 1.6317
13 H 1.0401 2.0444 -3.2055
14 P -0.7060 -0.1387 -0.8955
15 H -1.9872 0.2785 -1.2978
16 N 1.6156 1.4651 -2.6605
17 P 1.4113 0.3556 -1.6200
18 N -0.8374 -1.7829 -0.5779

charge = 0
HOMO-LUMO gap = 8.1 eV
lowest unoccupied orbital energy = 0.15 eV
ΔE to the lowest compared entry with this formula, charge and spin = 46.2 kcal per mole
E_tot = -950.456720 a.u.



Molecular formula: C4H6HgLiO
Method: DFT, wB97M-V/def2-TZVPD

Cartesian coordinates (Å):
1 C -1.2616 0.7912 0.2749
2 C 0.8209 -0.6533 -0.6292
3 H -0.0566 -0.4352 1.5417
4 Hg 0.6295 1.9914 -0.4263
5 H -1.8554 0.8206 -0.6569
6 H 2.9395 -0.6746 -0.9001
7 O 2.3007 1.1377 -0.1412
8 H -1.0012 -1.4692 0.3711
9 Li -3.0021 -0.5894 0.6213
10 C 2.0587 -0.1058 -0.5590
11 C -0.5368 -0.4791 0.5516
12 H -1.7631 1.2540 1.1401
13 H 0.7276 -1.5883 -1.1878

charge = +1
HOMO-LUMO gap (spin up / spin down) = 6.8 / 6.8 eV
lowest unoccupied orbital energy (spin up / spin down) = -4.96 / -4.96 eV
ΔE to the lowest compared entry with this formula, charge and spin = 0.0 kcal per mole
E_tot = -391.800451 a.u.